Entry 1:
The following is a DFT calculation (the ωB97M-V functional and the def2-TZVPD basis) of 6 unconnected molecules or ions with the total composition C27H57ClN7O7.

Geometry as XYZ:
```
99
Properties=species:S:1:pos:R:3:forces:R:3
C 3.0220 9.1840 3.0305 0.037 -0.074 -0.281
C 3.1059 8.4138 1.9413 -0.463 0.220 0.435
C 3.1576 6.9315 2.1321 -0.227 0.124 0.026
C 2.8178 6.1867 0.8659 -0.039 0.438 -0.070
N 2.8608 4.6946 0.9830 -0.227 -0.894 0.556
C 1.5137 4.0517 1.2421 -0.302 0.576 -0.135
C 0.6278 4.7495 2.2475 -0.204 -0.557 0.045
C -0.5652 3.8162 2.5770 0.224 0.088 -0.452
O -0.7561 3.6107 3.9372 -0.268 0.308 0.325
C 0.2631 2.8337 4.5171 0.268 -0.282 -0.291
C 3.9027 4.1463 1.9506 1.387 0.215 0.131
C 5.1282 3.6475 1.1596 -0.961 0.109 -0.105
C 4.9210 2.3489 0.4078 1.080 -0.392 -2.280
O 5.5001 2.0752 -0.6193 -0.988 0.434 2.081
Cl 3.6985 1.2399 1.0569 0.497 0.278 0.000
C 4.3733 5.1505 3.0195 0.362 0.335 -0.150
N 4.5045 6.5330 2.5749 -0.556 -0.613 -0.044
H 2.4426 8.8566 3.8794 0.814 -0.591 0.687
H 3.5466 10.1181 3.1413 -0.844 0.792 -0.519
H 3.0844 8.8311 0.9461 1.268 0.133 -0.276
H 2.5075 6.6820 2.9664 -0.280 -0.119 0.052
H 3.5446 6.4604 0.1116 0.253 0.014 -0.232
H 1.8687 6.5181 0.4787 -0.503 -0.382 -0.205
H 3.1118 4.3680 0.0464 -0.053 0.038 -0.224
H 1.0124 4.0668 0.2886 -0.176 -0.018 -0.499
H 1.6535 3.0148 1.5075 0.396 -0.197 0.113
H 0.2297 5.6578 1.8221 0.057 0.448 0.045
H 1.1361 4.9750 3.1749 0.191 0.094 0.206
H -0.4454 2.8540 2.0719 0.147 -0.251 -0.069
H -1.4533 4.2572 2.1485 -0.450 0.103 0.243
H 1.2189 3.3572 4.5639 0.172 0.257 0.028
H -0.0159 2.5741 5.5235 -0.248 -0.008 0.305
H 0.4280 1.9209 3.9453 -0.037 -0.287 -0.064
H 3.5189 3.2819 2.4659 -0.646 -0.106 0.036
H 5.9695 3.5140 1.8272 0.165 -0.144 0.205
H 5.4164 4.3894 0.4232 0.282 0.082 -0.266
H 5.3480 4.8202 3.3517 0.217 -0.209 0.168
H 3.7444 5.1372 3.8995 -0.366 -0.023 0.119
H 5.1069 6.5345 1.7572 0.330 0.351 0.061
C 1.5038 -0.9737 1.6338 0.031 0.126 -0.049
O 1.3655 -0.5590 2.7768 -0.034 0.167 0.087
N 0.7384 -1.8840 1.0352 -0.006 -0.023 -0.124
C 0.9751 -2.3096 -0.3368 -0.264 -0.012 0.095
C -0.3659 -2.4670 1.7809 0.202 0.020 0.196
H 2.3059 -0.5843 0.9837 -0.219 -0.396 -0.084
H 0.0929 -2.0889 -0.9375 0.017 -0.004 -0.031
H 1.1728 -3.3783 -0.3637 0.129 0.077 -0.079
H 1.8360 -1.7853 -0.7494 0.054 -0.020 0.082
H -1.0573 -1.6860 2.0931 -0.068 -0.042 -0.003
H 0.0207 -2.9649 2.6718 -0.056 0.007 0.028
H -0.8903 -3.1809 1.1559 -0.002 0.046 -0.104
C 1.5654 4.1086 -2.7447 -0.157 0.176 0.238
O 2.3492 4.8358 -2.1317 -0.047 -0.002 0.377
N 1.8201 2.8416 -3.0468 0.024 -0.200 -0.179
C 0.8622 1.9765 -3.7185 0.205 0.001 0.024
C 3.1253 2.3291 -2.6672 -0.058 0.011 -0.092
H 0.5698 4.4529 -3.0589 0.038 0.074 -0.058
H 0.6286 1.1186 -3.0873 -0.037 -0.012 -0.023
H 1.2792 1.6213 -4.6606 -0.047 -0.027 -0.024
H -0.0541 2.5247 -3.9229 0.000 0.047 0.013
H 3.2443 2.4390 -1.5943 0.078 -0.112 0.048
H 3.9119 2.9003 -3.1593 0.041 -0.032 0.046
H 3.2163 1.2810 -2.9339 -0.082 -0.039 -0.011
C -3.2139 -2.1321 -1.3277 0.132 0.119 -0.071
O -2.1984 -1.8502 -0.7017 -0.046 -0.006 -0.057
N -4.2968 -2.7035 -0.8023 -0.218 -0.030 -0.075
C -5.4841 -3.0199 -1.5936 0.278 0.084 0.447
C -4.2940 -3.0227 0.6151 0.116 0.069 -0.076
H -3.3121 -1.9283 -2.4065 0.001 0.002 0.002
H -6.3401 -2.4782 -1.1868 -0.063 -0.024 -0.098
H -5.6902 -4.0853 -1.5574 0.034 0.220 0.000
H -5.3338 -2.7216 -2.6286 0.049 0.011 -0.007
H -4.1451 -2.1172 1.2044 0.001 -0.024 0.047
H -3.4804 -3.7125 0.8435 -0.018 -0.012 0.053
H -5.2418 -3.4797 0.8833 -0.033 -0.014 -0.033
C -7.2498 -6.4844 -2.6942 -0.023 0.051 0.187
O -6.9231 -5.3441 -2.4011 -0.242 -0.382 -0.207
N -7.3760 -6.9384 -3.9463 -0.030 -0.150 -0.169
C -7.7692 -8.3051 -4.2370 0.048 0.177 -0.112
C -7.1101 -6.0268 -5.0484 0.002 0.045 0.163
H -7.4727 -7.2452 -1.9296 0.000 -0.003 0.003
H -6.9884 -8.8067 -4.8106 -0.028 -0.063 0.003
H -8.6937 -8.3146 -4.8159 -0.012 -0.069 0.004
H -7.9300 -8.8507 -3.3105 0.002 0.014 0.036
H -6.0856 -5.6589 -4.9907 0.002 0.023 -0.044
H -7.7819 -5.1704 -4.9958 0.013 0.023 -0.042
H -7.2567 -6.5457 -5.9910 -0.013 -0.046 -0.003
C 1.1382 -5.8672 -1.0379 0.028 0.017 -0.170
O 2.1950 -5.2673 -1.1148 0.013 -0.045 0.017
N 0.8792 -6.8429 -0.1540 -0.137 -0.132 0.110
C -0.4008 -7.5225 -0.1065 0.193 -0.006 0.104
C 1.9236 -7.2256 0.7842 0.016 0.112 -0.120
H 0.2862 -5.6487 -1.7049 -0.007 -0.009 0.012
H -0.8645 -7.3846 0.8720 -0.063 -0.033 -0.018
H -0.2673 -8.5907 -0.2852 -0.074 -0.016 -0.005
H -1.0635 -7.1193 -0.8691 0.009 0.027 -0.024
H 2.2118 -6.3691 1.3936 0.035 -0.022 0.029
H 2.8052 -7.5682 0.2434 0.030 -0.010 0.039
H 1.5591 -8.0221 1.4266 -0.045 -0.018 -0.004
```
Positions in Å, forces in eV/Å.

The maximum force is 2.6 eV Å⁻¹. The total charge is +1. The calculation puts the HOMO-LUMO gap at 8.3 eV.

Entry 2:
The following is a DFT calculation (the ωB97M-V functional and the def2-TZVPD basis) of a molecular structure, C27H57NbO14P3S4.

Geometry as XYZ:
```
106
Properties=species:S:1:pos:R:3:forces:R:3
C 8.5919 -0.4435 2.3678 -0.415 -0.160 0.276
C 7.3751 -0.2822 2.8978 0.336 0.556 -0.581
C 6.6739 1.0410 2.7883 -0.329 0.924 3.092
O 6.2227 1.6125 3.7781 0.652 -0.772 -1.870
O 6.6097 1.5602 1.5458 0.007 0.257 -0.087
C 5.5467 1.0042 0.7343 -0.468 0.026 0.675
C 4.1653 1.3009 1.3021 0.029 -0.911 -0.153
C 3.0771 1.2653 0.2354 -0.348 0.557 0.849
C 1.7371 0.9792 0.9228 0.543 -0.527 -0.819
C 0.5425 1.1891 -0.0007 -0.360 0.726 0.123
C -0.5930 2.0901 0.5633 0.614 -0.003 0.662
Nb -1.3997 1.4830 2.5664 -0.462 -3.082 -2.950
C -0.8019 -0.6729 2.4089 -1.627 0.558 0.235
C -0.8698 -1.5477 3.4272 0.487 -0.051 -0.549
O -3.2670 0.9896 1.8480 0.848 1.019 1.367
C -4.3798 1.2850 2.6732 -0.923 -0.301 -0.887
C -4.9487 0.0340 3.3316 0.303 0.181 0.147
C -5.8254 -0.7903 2.3939 0.434 -0.222 0.671
C -5.7301 -2.2925 2.6441 -0.098 0.248 -0.182
P -2.0300 1.0231 5.0505 0.121 0.280 0.110
P -0.3004 0.7069 6.3073 -0.408 -0.305 0.057
O -0.3555 -0.5613 7.0535 -0.019 -0.433 0.363
O -0.1976 1.9487 7.3392 0.078 0.262 -0.421
O 1.0447 0.7501 5.4295 -0.210 0.515 -0.139
P -2.1002 4.0027 2.8617 0.427 0.117 0.174
O -2.9393 4.3429 4.2404 -0.282 -0.051 -0.253
O -3.1713 4.3442 1.6568 -0.476 0.006 0.401
S -0.6037 5.2418 2.6618 0.042 0.319 0.056
H 8.9151 -1.3849 1.9525 0.530 -0.472 0.981
H 9.2836 0.3825 2.3887 -0.105 0.445 -1.241
H 6.8813 -1.0549 3.4613 -0.634 -0.531 -0.691
H 5.6715 -0.0743 0.7365 0.164 -0.288 -0.421
H 5.6352 1.3963 -0.2671 0.419 0.234 -0.184
H 3.9213 0.4912 1.9871 0.039 -0.086 0.375
H 4.1302 2.1999 1.9009 0.121 0.426 -0.086
H 3.2950 0.5213 -0.5249 0.008 -0.062 -0.309
H 2.9837 2.2559 -0.1988 0.237 0.117 -0.535
H 1.7076 1.5880 1.8157 -0.312 0.129 0.229
H 1.7721 -0.0692 1.2065 -0.102 -0.149 0.461
H 0.9173 1.6822 -0.8987 -0.009 0.126 -0.244
H 0.1501 0.2495 -0.3560 -0.126 -0.153 0.185
H -1.4406 2.0550 -0.1240 -0.353 -0.100 0.035
H -0.2467 3.1177 0.5316 0.060 0.284 0.199
H 0.2126 1.9565 3.2269 -0.345 0.227 0.058
H -0.3855 -1.0632 1.4811 1.366 0.520 0.161
H -0.0470 -2.2385 3.5816 -0.438 -0.918 -0.275
H -1.7268 -1.6088 4.0789 0.386 0.617 0.965
H -4.2048 2.0763 3.4027 0.315 0.018 0.181
H -5.1733 1.6594 2.0180 -0.160 0.352 -0.087
H -5.4865 0.3385 4.2258 -0.227 -0.021 0.189
H -4.1098 -0.5561 3.6812 0.224 -0.190 0.085
H -5.4929 -0.5870 1.3867 -0.089 0.132 -0.464
H -6.8566 -0.4837 2.5379 -0.251 0.183 -0.415
H -6.3722 -2.5945 3.4635 -0.115 -0.162 0.176
H -4.7173 -2.5895 2.8839 0.302 -0.032 0.042
H -6.0178 -2.8224 1.7440 -0.219 -0.322 -0.092
H -2.5866 2.1791 5.6395 0.356 0.057 0.139
H 0.4644 1.6986 7.9927 -0.052 0.059 0.375
H 1.7870 0.7229 6.0405 0.350 -0.164 -0.082
H -3.7636 4.7885 4.0250 -0.114 0.161 0.032
H -3.0344 5.2780 1.4491 0.101 0.149 -0.236
C -1.1449 -3.0416 -4.0366 0.038 -0.157 0.099
C -1.8776 -3.4803 -2.7639 0.116 0.073 0.187
C -0.8135 -3.7487 -1.6811 -0.407 -0.219 -0.180
S 0.5618 -2.6730 -2.0848 -0.531 0.184 -0.126
O 1.7118 -3.4834 -2.4353 0.116 0.083 0.246
O 0.6396 -1.6270 -1.0931 0.554 -0.501 -0.071
C -0.1312 -2.0007 -3.5825 0.062 -0.057 -0.351
H -1.8291 -2.6286 -4.7759 -0.019 0.051 0.033
H -0.6343 -3.8969 -4.4883 0.024 0.027 -0.023
H -2.5332 -2.6749 -2.4298 0.067 -0.193 -0.080
H -2.4915 -4.3639 -2.9333 -0.038 0.015 0.040
H -1.1687 -3.4970 -0.6847 0.127 0.028 0.047
H -0.4592 -4.7778 -1.6987 0.130 0.038 -0.026
H 0.6647 -1.8165 -4.3035 0.058 0.018 0.072
H -0.6246 -1.0710 -3.3222 -0.003 0.085 0.063
C 4.8288 -2.6719 -4.6571 0.044 0.072 -0.120
C 5.9289 -1.8479 -5.3419 -0.058 -0.023 0.037
C 5.2393 -0.7039 -6.0963 0.319 -0.174 -0.070
S 3.7135 -0.3650 -5.2009 0.209 -0.144 0.226
O 2.5985 -0.6950 -6.0562 -0.062 0.107 -0.010
O 3.8104 0.9207 -4.5624 -0.164 0.119 -0.122
C 3.9043 -1.6621 -3.9880 0.119 -0.206 0.008
H 5.2384 -3.3733 -3.9328 -0.027 -0.015 0.017
H 4.2759 -3.2440 -5.4055 -0.031 -0.017 0.028
H 6.6011 -1.4384 -4.5854 -0.019 0.016 0.019
H 6.5291 -2.4563 -6.0174 0.011 0.010 -0.011
H 5.8416 0.2004 -6.1175 -0.118 0.093 -0.018
H 4.9714 -0.9937 -7.1104 -0.114 0.026 0.014
H 2.9322 -2.0727 -3.7329 -0.001 0.064 0.035
H 4.3700 -1.2257 -3.1049 -0.051 0.079 0.002
C -4.5069 2.0409 -1.8188 -0.023 -0.020 -0.190
C -5.5383 1.8540 -2.9424 0.048 0.003 0.100
C -4.9602 0.8309 -3.9279 -0.265 0.259 -0.062
S -3.8708 -0.2207 -2.9574 -0.511 0.389 0.231
O -2.5207 -0.0243 -3.4240 0.102 -0.243 -0.183
O -4.4470 -1.5417 -2.8619 0.181 -0.112 -0.171
C -4.0705 0.6373 -1.4141 0.107 0.342 0.158
H -4.9203 2.5840 -0.9738 0.035 0.019 0.104
H -3.6488 2.6035 -2.1919 0.030 0.002 0.046
H -6.4710 1.4731 -2.5213 0.010 -0.022 0.014
H -5.7657 2.7941 -3.4431 -0.003 0.001 -0.019
H -5.7298 0.2147 -4.3854 0.097 -0.116 -0.031
H -4.3604 1.3084 -4.7003 0.110 -0.068 0.033
H -3.1355 0.6178 -0.8574 -0.005 -0.121 0.027
H -4.8464 0.1242 -0.8561 -0.082 -0.113 0.102
```
Positions in Å, forces in eV/Å.

The maximum force is 4.3 eV Å⁻¹. The total charge is -1. The calculation puts the HOMO-LUMO gap at 6.5 eV.

Here are the calculated LUMO energy numbers, same order: -2.2545, 1.7288 (eV).
Here are the calculated total energy numbers, same order: -2432.85508, -4790.09679 (a.u.).